No. 1
20
Properties=species:S:1:pos:R:3:forces:R:3:nbo_charge:R:1 method="wB97M-V/def2-TZVPD" orbital_gap_ev=10.819 spin_multiplicity=1 e_homo_ev=-10.2245 total_charge=0 de_lowest_kcal_mol=34.7
O 1.8947 -0.9778 0.7986 -0.735 1.021 -1.405 -0.642
O 2.2894 1.1803 0.3369 -0.062 0.567 -0.443 -0.715
N -3.3368 0.8924 -0.1433 0.849 -0.427 0.279 -0.330
N 1.5262 -0.0432 -2.0340 -0.323 -0.119 0.004 -1.057
C 1.4610 0.1021 0.3973 1.074 -0.884 3.748 0.840
C 0.0777 0.5965 0.7472 -0.444 0.012 -1.551 -0.313
C -0.6032 0.1015 1.9836 0.104 -0.229 0.307 -0.361
C -1.0612 -1.7578 0.1938 0.136 -0.156 0.074 -0.595
C -1.1542 -0.3101 0.6400 -0.016 0.213 0.036 -0.158
C -2.3643 0.3701 0.2038 -0.628 0.333 -0.198 0.295
H -0.9241 -1.8282 -0.8927 -0.076 -0.006 0.241 0.210
H 3.1014 0.9866 0.8238 0.019 -0.417 -0.314 0.497
H -0.0958 -0.6923 2.5332 -0.134 0.229 -0.167 0.242
H -0.2133 -2.2442 0.6878 -0.157 0.146 -0.206 0.248
H 2.4971 -0.2253 -2.2781 -0.326 0.111 0.027 0.379
H 1.1882 0.7996 -2.4925 0.167 -0.330 -0.051 0.376
H 0.9527 -0.8435 -2.2897 0.201 0.271 -0.145 0.372
H -1.1516 0.8231 2.5870 0.146 -0.166 -0.213 0.237
H -0.0880 1.6400 0.4793 0.020 -0.325 0.079 0.249
H -1.9790 -2.2931 0.4686 0.185 0.156 -0.102 0.224

---

No. 2
20
Properties=species:S:1:pos:R:3:forces:R:3:nbo_charge:R:1 method="wB97M-V/def2-TZVPD" orbital_gap_ev=9.458 spin_multiplicity=1 e_homo_ev=-13.8887 total_charge=+1 de_lowest_kcal_mol=69.4
N -0.6010 1.1598 -2.4520 -0.223 2.483 -1.423 -0.349
N 0.4851 -0.5609 -1.3090 0.031 -2.813 0.451 -0.542
C 0.9207 -1.1986 2.2187 3.052 -0.280 0.085 -0.615
C -1.4916 1.4449 -1.4988 -4.452 0.534 -1.973 -0.048
C 0.1046 1.1138 0.3811 -0.799 2.819 -0.892 -0.553
C 0.2398 -0.2578 -0.0572 0.294 -0.214 0.404 0.529
C 0.3184 0.3764 -2.4260 2.901 -3.131 1.391 0.296
C 0.1109 -1.3452 0.9732 1.816 -0.142 -2.307 -0.469
C -1.3778 1.4969 -0.2088 2.661 -0.823 3.633 -0.146
H -2.1554 1.7225 0.5324 0.299 -0.019 -0.714 0.260
H 0.8166 -2.1098 2.8422 0.084 0.518 -0.437 0.258
H 0.4670 -2.1952 0.3811 -0.188 -0.565 0.625 0.211
H 0.6665 -0.3416 2.8724 0.298 -0.374 -0.576 0.232
H 1.1566 0.2363 -3.0878 -0.322 0.257 -0.921 0.215
H -0.9078 -1.4733 1.0996 -2.284 -0.338 0.599 0.257
H 0.8352 1.8438 -0.1329 -0.918 -1.211 0.813 0.271
H 0.6371 -1.6583 -1.4925 -0.403 3.290 0.135 0.450
H -2.4916 1.7147 -1.9573 1.120 -0.227 0.697 0.248
H 0.1832 1.2076 1.4882 -0.207 0.013 -1.049 0.272
H 2.0833 -1.1758 1.8334 -2.760 0.224 1.458 0.223

---

No. 3
114
Properties=species:S:1:pos:R:3:forces:R:3:mulliken_charge:R:1 method="wB97M-V/def2-TZVPD" orbital_gap_ev=4.244 spin_multiplicity=1 e_homo_ev=-10.3737 total_charge=+1
S 0.3211 5.0036 2.5986 1.339 -4.448 -4.818 -0.006
F -5.2813 0.2077 1.5933 1.585 -3.214 -2.447 -0.238
F -3.2606 -2.8936 0.5266 -0.436 3.865 3.030 -0.228
F -5.0777 -0.9832 -0.5672 0.907 0.511 4.285 -0.271
F -3.6735 -2.0626 2.8301 1.036 1.005 -4.664 -0.140
O 0.7254 2.6447 -3.6235 -0.134 0.256 -0.135 -0.248
O -0.1639 -2.1076 4.1105 -0.505 1.739 -4.554 -0.409
O -4.6860 1.1887 6.2662 0.225 -0.541 0.127 -0.402
O 6.9613 5.8853 -1.2439 0.174 -0.086 -0.520 -0.402
O 2.8713 -1.2196 -2.5218 -0.030 -0.310 0.076 -0.088
O 3.3013 0.7119 0.0649 -1.862 -1.883 3.296 -0.176
O -6.4272 -5.1403 1.1687 0.216 0.088 -0.471 -0.442
O 4.4311 -0.3661 1.8906 -8.394 3.379 -3.059 -0.544
O -0.7044 -3.4816 2.1183 1.309 9.266 3.936 -0.464
N 4.8168 -0.5750 -4.5811 -0.089 0.183 0.430 -0.644
N 3.4489 3.4771 -3.0483 -0.370 -0.422 -0.109 -0.391
N -7.1614 -7.9159 0.7235 -0.181 0.448 0.056 -0.721
N -6.3177 -0.6534 4.7217 0.359 0.278 -0.158 -0.638
N 1.0904 2.7699 0.6143 -4.738 2.598 4.135 -0.198
N 6.2270 3.1097 -1.6891 -0.188 0.265 0.160 -0.532
N -1.2892 1.7879 0.2178 0.290 -3.051 1.750 0.084
C 2.2850 5.4401 -3.9089 0.161 0.289 -0.158 -1.458
C 3.7021 -2.6253 -5.2899 0.128 -0.242 -0.246 -1.405
C 7.1564 3.7868 -2.6036 0.082 0.199 0.510 0.378
C -5.1463 -5.0254 1.7695 -0.357 -0.042 0.243 -0.526
C -2.4280 0.7994 0.3354 2.279 -2.098 2.157 -0.545
C 0.0981 1.6431 0.8058 -1.052 -2.319 1.193 -0.087
C 8.5788 3.3175 -2.3014 0.207 -0.212 -0.230 -1.535
C 3.9810 -2.0851 -2.7814 0.450 0.211 -0.009 -0.864
C 0.5005 0.3022 1.6610 -3.845 -0.477 -1.187 0.380
C 3.2498 0.1077 1.4050 6.915 -2.069 0.704 0.304
C -3.4707 -1.6942 1.3788 -0.389 0.020 -0.439 0.960
C 2.7405 4.0147 -4.2178 -0.389 0.016 0.255 0.233
C -4.8097 -7.7081 0.1112 0.190 -0.230 -0.196 -1.339
C -4.9465 -1.0647 0.9057 -1.846 -1.203 0.336 0.041
C 1.6425 -1.6603 -3.0793 0.051 0.408 0.094 -0.732
C -5.6796 -1.0950 5.9693 -0.093 0.411 0.138 0.445
C -4.4496 -0.2218 6.3159 -0.143 0.085 -0.282 -0.386
C -5.3912 1.7038 7.3852 -0.025 0.406 -0.259 -0.661
C 1.9397 -0.0037 2.3834 0.020 0.951 -0.265 -0.546
C -0.2199 3.6221 -3.2162 0.266 -0.425 0.161 -0.541
C 6.9750 5.3233 -2.5599 -0.319 -0.139 0.111 -0.481
C -6.2320 -7.2388 -0.1910 0.091 0.185 0.432 0.325
C 0.6713 3.8142 1.4099 0.877 -0.779 1.068 0.246
C -6.4135 -5.7023 -0.1473 -0.339 -0.221 0.057 -0.662
C 1.6007 3.0713 -4.6722 0.424 -0.136 -0.001 -0.891
C -2.2320 -0.6123 1.1878 3.357 3.031 -0.523 -0.157
C 4.5654 -1.9742 -4.2103 -0.476 0.183 0.045 0.308
C -6.7354 -1.1519 7.0724 -0.148 -0.299 0.137 -1.542
C -0.7105 -0.8371 1.8354 -1.233 2.332 -1.769 0.100
C 8.2421 6.0001 -0.6431 -0.346 0.111 0.345 -0.641
C -0.5138 -2.2537 2.6766 -0.479 -5.751 -0.892 0.470
H 1.8110 5.5329 -2.9300 0.021 -0.105 -0.044 0.314
H -5.3172 -2.1189 5.8224 0.102 0.108 -0.052 0.365
H 0.0671 -1.1204 4.2330 -0.638 -2.077 -0.059 0.410
H -7.3971 -5.4702 -0.5736 0.088 -0.007 0.182 0.371
H -6.4635 -7.5618 -1.2125 -0.088 0.134 0.064 0.411
H 8.1942 6.7849 0.1174 -0.110 -0.007 -0.175 0.264
H 8.4956 5.0754 -0.1274 0.279 -0.064 -0.050 0.226
H 0.2124 4.2604 -2.4474 -0.026 0.349 -0.032 0.197
H 5.4823 -0.1762 -3.9176 0.013 -0.050 -0.199 0.282
H -8.1168 -7.6857 0.4472 0.153 -0.193 0.018 0.275
H 3.3237 -3.5977 -4.9596 0.018 0.078 -0.035 0.347
H -4.8928 -5.9501 2.2852 0.275 -0.023 -0.023 0.301
H 4.2952 -2.7892 -6.1974 -0.091 0.073 0.209 0.350
H -5.1583 2.7687 7.4758 0.119 -0.156 -0.078 0.258
H 9.0141 6.2680 -1.3665 0.042 -0.090 -0.072 0.293
H 4.7625 -1.7763 -2.0764 -0.191 0.082 -0.073 0.334
H 1.5839 5.8034 -4.6667 0.060 -0.020 0.074 0.361
H 7.7124 5.8332 -3.1875 0.218 -0.010 0.058 0.447
H -6.4640 1.6282 7.2161 -0.103 -0.084 0.243 0.229
H -1.4876 2.6764 -0.3215 0.423 -1.380 0.794 0.328
H 6.3260 3.5515 -0.7689 0.103 -0.262 -0.291 0.334
H -5.1067 1.2086 8.3152 -0.048 -0.110 0.009 0.309
H -3.4775 1.0581 -0.1709 2.710 -0.419 1.153 0.386
H 8.7155 2.2857 -2.6464 -0.077 0.188 0.064 0.357
H 1.5462 -1.2976 -4.1013 -0.134 -0.204 -0.140 0.205
H 6.9249 3.4637 -3.6251 -0.099 0.128 0.024 0.372
H -7.4053 -2.0043 6.9080 0.160 0.174 -0.022 0.379
H -5.1942 -4.2407 2.5300 -0.127 -0.005 -0.081 0.200
H 1.0277 3.5023 -5.4990 -0.101 0.147 0.065 0.435
H -1.0699 3.1067 -2.7597 -0.045 -0.172 -0.185 0.123
H 3.9536 -0.0507 -4.4027 0.242 -0.222 -0.167 0.163
H 2.4360 0.6009 -0.4369 1.367 0.027 0.921 0.230
H -5.6760 -5.1923 -0.7749 0.233 0.003 0.036 0.337
H -7.0625 -7.4740 1.6437 0.028 -0.258 -0.281 0.325
H 8.8102 3.3196 -1.2346 -0.114 0.074 -0.081 0.296
H 0.8262 -1.2124 -2.5052 0.093 -0.014 0.084 0.176
H 5.2716 3.3398 -1.9654 0.251 0.032 -0.010 0.367
H -5.6365 -0.7228 3.9645 -0.166 -0.048 0.146 0.094
H -4.6730 -8.7399 -0.2338 -0.088 0.208 0.074 0.350
H 3.8467 2.5702 -3.2962 0.053 0.121 0.032 0.270
H 1.5372 -2.7457 -3.0387 0.055 -0.056 -0.083 0.356
H 5.9914 5.5554 -2.9862 0.065 -0.037 0.186 0.087
H 5.5252 -2.5036 -4.2081 -0.063 0.101 0.154 0.484
H -6.2722 -1.2778 8.0560 -0.050 0.024 -0.084 0.351
H 1.9976 -1.0641 2.9165 -0.320 2.235 -1.481 0.307
H -4.0146 -0.5045 7.2796 -0.118 0.021 0.164 0.465
H -4.3743 -4.7575 1.0461 -0.039 -0.234 -0.014 0.246
H 3.7282 -3.1197 -2.5296 -0.175 -0.072 -0.106 0.446
H 9.3175 3.9405 -2.8151 -0.040 -0.051 0.055 0.358
H 3.1476 6.1170 -3.9013 -0.155 -0.175 0.013 0.353
H -3.6793 -0.4150 5.5593 -0.087 0.110 -0.010 0.051
H -4.5782 -7.7059 1.1780 -0.105 0.063 -0.070 0.267
H 3.4540 4.0811 -5.0471 -0.094 -0.162 0.040 0.436
H 2.8513 -2.0080 -5.5844 0.069 0.017 0.106 0.280
H -4.0709 -7.0850 -0.4025 -0.038 -0.040 0.047 0.322
H 2.0925 0.8069 3.2403 -0.224 -1.604 -1.915 0.396
H -7.3683 -0.2631 7.1023 0.138 -0.026 -0.061 0.298
H -0.5869 4.2154 -4.0553 0.027 0.084 0.026 0.329
H -5.7570 -1.8586 1.2763 1.748 1.884 -0.944 0.366
H 2.7427 3.2466 -2.3413 0.257 0.161 -0.162 0.001
H 2.0610 2.1539 -5.0588 -0.121 0.058 0.162 0.295
H -6.4865 0.3548 4.8038 -0.073 -0.370 0.000 0.337

---

No. 4
18
Properties=species:S:1:pos:R:3:forces:R:3:nbo_charge:R:1 method="wB97M-V/def2-TZVPD" orbital_gap_ev="6.600 / 6.540" spin_multiplicity=3 e_homo_ev="-10.1473 / -13.2973" total_charge=+1 de_lowest_kcal_mol=22.7 s2=2.011
I 1.9305 3.8296 0.7816 0.022 -0.077 0.000 -0.074
S 0.2851 0.3971 2.2535 -1.315 0.573 0.743 0.045
N 1.4044 -1.1830 0.6306 1.986 -1.761 -1.856 -0.770
N 0.4626 1.5043 -1.5542 1.197 2.381 -0.469 -0.319
C 0.1349 0.5486 -0.8349 -0.008 -3.707 2.406 0.015
C -0.8101 -0.4536 -0.3826 -0.020 0.997 1.208 -0.212
C 0.3813 -0.0835 0.5418 -1.538 -0.645 -1.569 -0.048
C -0.9653 -1.7760 -1.0514 -0.032 -1.466 -1.401 -0.656
H 0.3406 3.6115 0.6960 -0.022 0.066 0.045 0.108
H -0.6130 -0.6147 2.5591 0.556 0.812 -0.140 0.150
H 2.3922 -0.6964 0.7224 -2.238 -1.659 0.320 0.473
H -0.9433 -2.6877 -0.3698 -0.242 1.215 -0.680 0.229
H -1.7332 -0.0035 -0.0459 -0.506 -0.033 0.451 0.236
H -1.9189 -1.7886 -1.6812 1.270 -0.093 0.991 0.275
H 1.4243 -1.7558 -0.3273 0.030 1.269 2.398 0.456
H -0.1198 -1.8599 -1.7819 -0.686 -0.310 0.404 0.217
H 1.1069 -1.8380 1.4738 1.366 1.548 -2.002 0.470
H 1.2410 2.1091 -1.3450 0.180 0.891 -0.849 0.406